No. 1
DFT (ωB97M-V/def2-TZVPD) results for a structure of composition C14H39Cl2LaN3O2P3 in a non-equilibrium geometry.

Each line ends with the Mulliken charge.
CARTESIAN COORDINATES (ANGSTROEM)
C 1.206 0.001 -7.476  -1.070
C 0.803 0.330 -6.078  0.779
H 2.298 -0.005 -7.553  0.308
H 0.809 0.742 -8.188  0.340
H 0.834 -0.997 -7.757  0.333
O 1.512 0.501 -5.098  -0.502
Cl -0.966 0.449 -5.913  -0.160
La -0.235 0.098 -1.501  1.391
P -0.182 2.931 -1.562  0.424
C 0.911 3.968 -0.559  -0.860
C -0.031 3.442 -3.304  -1.020
H -0.205 4.515 -3.480  0.394
H -2.070 4.512 -1.215  0.411
H -0.719 2.837 -3.920  0.294
H -2.609 2.826 -1.604  0.360
H 1.948 3.724 -0.822  0.339
H 0.974 3.152 -3.654  0.362
C -1.875 3.440 -1.054  -1.124
H 0.769 5.053 -0.643  0.413
H -1.992 3.189 0.016  0.289
H 0.782 3.672 0.494  0.060
P 0.099 -2.740 -1.108  0.435
C 1.280 -3.583 -0.015  -0.923
C -1.520 -3.428 -0.568  -0.919
H -0.415 -3.008 -3.455  0.375
H 0.202 -4.573 -2.796  0.378
H 1.312 -3.192 -3.144  0.382
C 0.314 -3.478 -2.772  -1.122
H -2.320 -2.961 -1.163  0.346
H -1.582 -4.524 -0.670  0.454
H 1.201 -4.677 0.049  0.405
H 1.185 -3.149 0.988  0.068
H -1.698 -3.137 0.481  0.046
H 2.295 -3.331 -0.336  0.359
Cl -2.521 -0.231 -2.630  -0.593
C -2.532 -1.193 2.332  -1.265
N -1.100 -1.340 2.700  0.666
C -0.844 -2.327 3.747  -1.099
P -0.096 -0.073 2.329  -0.983
O -0.318 0.237 0.837  0.417
N -0.375 1.141 3.419  0.380
C 0.460 2.351 3.414  -0.833
C -1.590 1.281 4.230  -0.850
N 1.522 -0.476 2.366  0.341
C 2.450 0.153 1.397  -0.734
C 2.166 -0.836 3.616  -0.871
H -2.961 -2.175 2.100  0.440
H -2.641 -0.570 1.427  0.323
H -3.126 -0.754 3.147  0.365
H 0.138 -2.798 3.622  0.328
H -0.929 -1.904 4.758  0.270
H -1.582 -3.134 3.677  0.423
H 0.182 3.074 2.627  0.187
H 0.372 2.886 4.370  0.378
H 1.526 2.081 3.273  0.214
H -2.464 1.613 3.652  0.306
H -1.857 0.325 4.712  0.240
H -1.448 2.034 5.021  0.354
H 2.621 1.224 1.588  0.267
H 3.416 -0.354 1.489  0.429
H 2.125 -0.007 0.349  -0.075
H 2.406 0.046 4.226  0.307
H 1.570 -1.545 4.203  0.242
H 3.114 -1.326 3.382  0.380

Computed properties:
Net charge = +2

***

No. 2
DFT (ωB97M-V/def2-TZVPD) results for a cluster of 9 separate species, C14H39F6N12O11 in total in a non-equilibrium geometry.

Each line ends with the Mulliken charge.
CARTESIAN COORDINATES (ANGSTROEM)
O -8.619 -17.276 1.474  -0.357
H -9.052 -16.688 2.097  0.446
H -9.008 -17.077 0.620  0.421
H -7.687 -17.101 1.326  0.437
C -11.249 -18.069 -2.468  -0.314
O -10.748 -19.201 -1.739  -0.227
O -10.342 -17.093 -2.128  -0.887
C -11.735 -18.330 -3.984  0.855
F -12.074 -17.094 -4.409  -0.249
F -10.786 -18.982 -4.705  -0.261
F -12.870 -19.046 -4.148  -0.307
C -11.665 -20.053 -0.945  -0.179
C -11.186 -21.511 -1.063  -1.124
H -12.046 -22.175 -0.979  0.355
H -10.898 -21.662 -2.103  0.317
H -10.306 -21.812 -0.494  0.281
H -12.671 -20.012 -1.361  0.295
H -11.591 -19.679 0.076  0.232
H -12.034 -17.684 -1.817  0.255
C -2.590 -18.194 0.827  -0.061
O -1.780 -18.495 1.987  -0.282
O -3.849 -17.658 1.290  -0.900
C -1.800 -17.300 -0.294  0.805
F -0.685 -16.783 0.197  -0.287
F -1.248 -18.099 -1.205  -0.307
F -2.613 -16.376 -0.858  -0.221
C -1.944 -19.651 2.704  -0.227
C -1.530 -19.358 4.137  -1.151
H -0.468 -19.118 4.189  0.288
H -1.930 -18.430 4.545  0.289
H -1.970 -20.138 4.758  0.357
H -1.360 -20.396 2.164  0.298
H -2.992 -19.951 2.700  0.275
H -2.739 -19.128 0.285  0.136
C -10.074 -21.105 5.737  0.603
O -9.746 -19.987 5.410  -0.636
N -9.385 -22.177 5.703  -0.423
N -11.278 -21.402 6.197  -0.406
H -8.552 -22.054 5.145  0.261
H -9.840 -23.069 5.573  0.212
H -11.787 -20.574 6.469  0.229
H -11.511 -22.384 6.242  0.160
C -10.244 -13.481 5.195  0.715
O -10.235 -14.253 4.250  -0.694
N -11.357 -13.006 5.745  -0.407
N -9.140 -13.005 5.697  -0.417
H -11.202 -12.418 6.552  0.152
H -12.208 -13.462 5.449  0.229
H -9.155 -12.497 6.570  0.175
H -8.383 -13.261 5.078  0.236
C -15.802 -14.057 3.309  0.669
O -16.749 -14.070 4.073  -0.640
N -15.375 -13.120 2.533  -0.398
N -14.903 -15.095 3.307  -0.441
H -15.880 -12.255 2.660  0.223
H -14.739 -13.356 1.785  0.211
H -14.894 -15.798 4.033  0.210
H -14.039 -14.997 2.794  0.174
C -5.798 -16.666 7.667  0.568
O -4.932 -15.900 7.723  -0.625
N -6.441 -16.953 8.674  -0.322
N -6.016 -17.404 6.587  -0.427
H -7.174 -17.636 8.546  0.158
H -6.423 -16.363 9.494  0.228
H -5.504 -17.029 5.802  0.230
H -6.903 -17.868 6.446  0.190
C -5.930 -16.001 -5.781  0.670
O -4.924 -15.852 -6.395  -0.680
N -6.023 -15.979 -4.506  -0.336
N -6.991 -16.402 -6.343  -0.335
H -6.918 -16.045 -4.043  0.158
H -5.191 -15.820 -3.956  0.183
H -7.792 -16.564 -5.749  0.143
H -7.106 -16.437 -7.346  0.198
C -5.038 -11.649 1.311  0.675
O -5.454 -11.852 2.452  -0.667
N -4.725 -12.571 0.440  -0.303
N -4.824 -10.451 0.805  -0.375
H -4.279 -12.218 -0.395  0.132
H -4.968 -13.551 0.429  0.186
H -5.147 -9.611 1.264  0.207
H -4.465 -10.370 -0.136  0.146

Computed properties:
Net charge = -1

***

No. 3
DFT (ωB97M-V/def2-TZVPD) results for a cluster of 4 separate species, C14H39N3O4 in total in a non-equilibrium geometry.

Each line ends with the Mulliken charge.
CARTESIAN COORDINATES (ANGSTROEM)
C -1.392 -7.801 10.943  -0.619
C -0.785 -8.609 12.086  -0.342
O 0.006 -7.749 12.864  -0.470
H -1.950 -8.464 10.281  0.044
H -0.571 -7.342 10.394  0.416
H -2.065 -7.081 11.409  0.184
H -0.326 -9.426 11.530  0.270
H -1.569 -8.995 12.738  0.253
H 0.772 -7.525 12.330  0.279
C -7.620 -12.009 14.751  -1.235
C -7.265 -10.426 14.781  0.340
C -6.037 -10.092 13.894  -1.002
O -5.850 -8.637 13.755  -0.343
C -4.905 -8.277 12.801  -0.611
N -8.413 -9.962 14.064  -0.650
H -8.682 -12.242 14.822  0.359
H -7.226 -12.399 15.690  0.327
H -7.088 -12.645 14.044  0.314
H -7.106 -10.183 15.832  0.401
H -6.162 -10.572 12.923  0.405
H -5.071 -10.442 14.258  0.439
H -3.885 -8.278 13.188  0.224
H -5.127 -7.278 12.424  0.298
H -4.914 -8.955 11.948  0.258
H -8.780 -9.062 14.338  0.238
H -8.195 -9.803 13.090  0.230
C -3.848 -10.029 7.663  -1.783
C -3.907 -10.712 6.226  0.539
C -2.388 -10.928 5.693  -0.684
O -2.393 -11.605 4.456  -0.342
C -2.890 -10.780 3.423  -0.678
N -4.656 -11.957 6.450  -0.642
H -3.626 -10.776 8.425  0.429
H -4.813 -9.753 8.087  0.429
H -3.140 -9.211 7.796  0.375
H -4.415 -9.962 5.619  0.227
H -1.990 -11.727 6.319  0.357
H -1.693 -10.120 5.924  0.384
H -3.942 -10.587 3.635  0.263
H -2.770 -11.185 2.418  0.290
H -2.274 -9.881 3.403  0.289
H -4.007 -12.711 6.625  0.266
H -5.232 -11.920 7.279  0.267
C 1.900 -2.462 11.162  -1.432
C 2.914 -3.014 12.190  0.629
C 3.965 -4.105 11.681  -0.732
O 3.236 -5.312 11.502  -0.194
C 4.045 -6.307 10.967  -0.711
N 3.484 -1.978 12.946  -0.617
H 1.310 -3.227 10.657  0.309
H 2.377 -1.937 10.335  0.349
H 1.100 -1.847 11.573  0.398
H 2.340 -3.618 12.893  0.144
H 4.758 -4.186 12.425  0.353
H 4.340 -3.700 10.741  0.341
H 4.241 -6.220 9.899  0.298
H 3.424 -7.177 11.182  0.162
H 4.991 -6.389 11.503  0.329
H 2.865 -1.227 13.216  0.194
H 4.162 -2.241 13.647  0.188

Computed properties:
SMILES = COC[C@H](C)N.COC[C@H](C)N.COC[C@H](C)N.CCO

***

Here are the calculated orbital gap numbers, same order: 8.8, 4.7, 9.2 (eV).